#1
The following is a quantum chemistry calculation of a structure of composition C16H23BF2N9O3Pb, from OMol25.

HOMO-LUMO gap (eV): 8.7

ORCA input file:
```
! wB97M-V def2-TZVPD RIJCOSX def2/J DEFGRID3
* xyz 1 1
Pb 0.458 0.106 0.406
C -2.494 -0.222 -1.401
C -2.728 -0.730 0.019
N -1.522 -1.376 0.564
C -1.225 -2.720 0.068
C -0.356 -2.716 -1.176
C -0.436 -3.739 -2.106
C 0.354 -3.672 -3.240
C 1.170 -2.569 -3.433
C 1.208 -1.581 -2.463
C 2.077 -0.352 -2.675
N 1.588 0.846 -1.994
C 0.564 1.626 -2.715
C -0.805 0.955 -2.759
N -1.380 0.735 -1.425
N 0.485 -1.687 -1.338
H -2.222 -1.061 -2.046
H -3.420 0.203 -1.798
H -2.960 0.112 0.673
H -3.581 -1.414 0.022
H -1.543 -1.389 1.580
H -0.691 -3.254 0.859
H -2.139 -3.281 -0.144
H -1.123 -4.561 -1.951
H 0.309 -4.455 -3.986
H 1.763 -2.470 -4.333
H 3.075 -0.574 -2.289
H 2.186 -0.196 -3.754
H 2.372 1.457 -1.802
H 0.481 2.591 -2.209
H 0.872 1.822 -3.749
H -1.460 1.562 -3.391
H -0.713 -0.020 -3.242
H -1.689 1.619 -1.028
N 2.518 -1.372 1.426
N 2.238 -1.619 2.784
C 1.103 -1.056 3.419
O 1.132 -0.972 4.635
O 0.125 -0.720 2.645
H 2.668 -2.255 0.949
H 3.363 -0.817 1.335
H 3.029 -1.736 3.397
F 0.964 3.721 0.510
B -0.126 3.920 1.229
F -1.227 4.287 0.616
N -0.577 1.589 4.077
C -0.714 2.214 2.922
O -1.252 1.771 1.911
C -0.094 3.649 2.806
C 1.280 3.654 3.327
N 2.365 3.656 3.704
C -0.940 4.604 3.540
N -1.603 5.336 4.123
H -0.016 1.967 4.825
H -0.714 0.581 4.076
*
```


#2
The following is a quantum chemistry calculation of a structure of composition C16H23BF2N9O3Pb, from OMol25.

HOMO-LUMO gap (eV): 9.3

ORCA input file:
```
! wB97M-V def2-TZVPD RIJCOSX def2/J DEFGRID3
* xyz 1 1
Pb 0.063 0.476 -0.022
C -2.365 1.921 1.898
C -2.981 0.565 1.568
N -2.453 -0.019 0.319
C -2.621 -1.479 0.323
C -1.610 -2.119 1.235
C -1.892 -3.309 1.886
C -0.959 -3.828 2.767
C 0.216 -3.128 2.989
C 0.441 -1.954 2.292
C 1.719 -1.179 2.491
N 1.603 0.242 2.148
C 1.101 1.101 3.240
C -0.422 1.203 3.267
N -0.901 1.837 2.033
N -0.447 -1.480 1.411
H -2.831 2.297 2.816
H -2.587 2.623 1.091
H -4.068 0.669 1.517
H -2.750 -0.128 2.378
H -2.924 0.369 -0.496
H -2.469 -1.862 -0.680
H -3.631 -1.767 0.630
H -2.833 -3.809 1.703
H -1.159 -4.749 3.297
H 0.949 -3.490 3.697
H 2.462 -1.636 1.833
H 2.058 -1.316 3.524
H 2.527 0.574 1.902
H 1.511 2.102 3.090
H 1.451 0.744 4.215
H -0.722 1.764 4.160
H -0.846 0.203 3.343
H -0.529 2.782 2.008
N 2.459 -0.502 -0.830
N 2.243 -1.905 -0.767
C 1.071 -2.468 -1.286
O 0.926 -3.657 -1.285
O 0.151 -1.555 -1.671
H 2.665 -0.221 -1.788
H 3.275 -0.289 -0.269
H 3.044 -2.491 -0.957
F -0.519 -1.235 -5.471
B -0.651 -1.731 -2.991
F -0.683 -3.024 -3.391
N -0.933 1.271 -5.117
C -0.303 0.700 -4.094
O 0.000 1.294 -3.064
C 0.029 -0.783 -4.285
C 1.471 -0.891 -4.326
N 2.617 -0.935 -4.273
C -2.075 -1.052 -2.783
N -3.034 -0.423 -2.690
H -1.166 0.737 -5.937
H -1.231 2.230 -5.052
*
```


Q: Which of them is the most stable? A: #1.


#1
The following is a quantum chemistry calculation of a structure of composition C3H3Cl3, from OMol25.

HOMO-LUMO gap (eV): 7.9

ORCA input file:
```
! wB97M-V def2-TZVPD RIJCOSX def2/J DEFGRID3
* xyz 0 1
C -1.035 0.540 0.268
C -0.980 -0.486 -0.602
C 1.585 0.306 0.660
Cl -1.452 -2.077 -0.101
Cl 2.304 -1.150 0.596
Cl 2.228 1.411 -0.357
H -0.696 1.413 -0.155
H -1.581 0.560 1.121
H -0.373 -0.519 -1.431
*
```


#2
The following is a quantum chemistry calculation of a cluster of 2 separate species, C3H3Cl3 in total, from OMol25.

HOMO-LUMO gap (alpha / beta) (eV): 7.3 / 7.3

ORCA input file:
```
! wB97M-V def2-TZVPD RIJCOSX def2/J DEFGRID3
* xyz 0 1
C 0.412 -0.233 1.003
C 1.481 0.899 -1.257
C -0.893 -0.379 0.604
Cl 2.609 -0.134 -1.854
Cl 0.139 1.145 -2.327
Cl -2.374 0.250 1.621
H 0.821 -0.085 2.011
H -0.890 -1.419 0.598
H -1.305 -0.045 -0.399
*
```


#3
The following is a quantum chemistry calculation of the molecule C3H3Cl3, from OMol25.

SMILES: Cl[C@@H]1CC1(Cl)Cl
HOMO-LUMO gap (eV): 11.1

ORCA input file:
```
! wB97M-V def2-TZVPD RIJCOSX def2/J DEFGRID3
* xyz 0 1
C 0.332 0.708 -0.356
C -0.870 0.044 0.324
C 0.369 -0.741 0.038
H 0.300 0.853 -1.446
H -1.794 -0.107 -0.260
H -1.141 0.295 1.372
Cl 1.143 2.050 0.406
Cl 1.336 -1.332 1.330
Cl 0.325 -1.771 -1.407
*
```


#4
The following is a quantum chemistry calculation of a structure of composition C3H3Cl3, from OMol25.

HOMO-LUMO gap (eV): 9.4

ORCA input file:
```
! wB97M-V def2-TZVPD RIJCOSX def2/J DEFGRID3
* xyz 0 1
C 1.101 0.332 0.191
C -0.072 -0.540 0.201
C -1.254 -0.212 -0.453
H 1.454 0.722 1.340
H 0.697 1.347 -0.112
H 0.262 -1.642 0.694
Cl 2.313 -0.195 -0.808
Cl -2.023 1.437 -0.527
Cl -2.478 -1.249 -0.525
*
```


Q: Which of them is the most stable? A: #3.


#1
The following is a quantum chemistry calculation of a structure of composition C4H9FO, from OMol25.

HOMO-LUMO gap (eV): 10.5

ORCA input file:
```
! wB97M-V def2-TZVPD RIJCOSX def2/J DEFGRID3
* xyz 0 1
C -1.601 0.881 -1.404
C -0.167 0.575 0.425
C 1.291 0.011 0.872
C 1.204 -1.423 0.568
H -2.180 1.778 -0.583
H -2.201 -0.238 -1.456
H -1.598 1.296 -2.515
H -0.666 1.551 0.928
H -0.895 -0.586 0.662
H 2.080 0.641 0.289
H 1.860 -1.997 1.302
H 2.009 -1.386 -0.632
H -0.173 -1.825 0.405
O -0.281 0.540 -1.064
F 1.316 0.182 2.204
*
```


#2
The following is a quantum chemistry calculation of the molecule C4H9FO, from OMol25.

SMILES: C[C@@H](CO)CF
HOMO-LUMO gap (eV): 11.2

ORCA input file:
```
! wB97M-V def2-TZVPD RIJCOSX def2/J DEFGRID3
* xyz 0 1
C -0.208 -0.781 -1.558
C -0.007 0.212 -0.240
C -1.107 -0.096 0.801
C 1.388 0.292 0.543
H -0.812 -0.207 -2.201
H -0.440 -1.765 -1.185
H 0.771 -0.660 -2.012
H -0.293 1.275 -0.696
H -0.669 -0.976 1.375
H -1.936 -0.553 0.329
H -0.591 1.464 1.508
H 1.490 1.174 1.074
H 1.440 -0.659 1.077
O -1.440 1.015 1.523
F 2.414 0.265 -0.339
*
```


Q: Which of them is the most stable? A: #2.


#1
The following is a quantum chemistry calculation of the ion C5H10N3O with charge +1, from OMol25.

HOMO-LUMO gap (alpha / beta) (eV): 6.6 / 6.5

ORCA input file:
```
! wB97M-V def2-TZVPD RIJCOSX def2/J DEFGRID3
* xyz 1 1
C -0.587 -0.080 -1.988
C -1.638 0.583 -1.098
C -1.531 0.083 0.340
C 1.710 -0.424 -0.976
C 0.718 -0.627 1.238
N 1.865 -0.461 0.443
N 0.409 -0.508 -1.266
N -0.227 0.381 0.792
O -0.827 -0.137 -3.186
H -1.523 1.714 -1.276
H -2.724 0.368 -1.592
H -2.284 0.592 0.866
H -1.620 -0.972 0.450
H 2.227 0.412 -1.379
H 2.285 -1.255 -1.431
H 0.190 -1.623 1.076
H 1.143 -0.533 2.389
H 2.603 -0.742 0.963
H 0.318 1.254 0.857
*
```


#2
The following is a quantum chemistry calculation of the ion C5H10N3O with charge +1, from OMol25.

HOMO-LUMO gap (alpha / beta) (eV): 9.2 / 9.2

ORCA input file:
```
! wB97M-V def2-TZVPD RIJCOSX def2/J DEFGRID3
* xyz 1 1
C 0.167 -0.830 -0.994
C -1.529 0.304 2.400
C -0.701 0.107 1.251
C 0.760 -1.724 -2.050
C 0.811 2.067 0.762
N 0.511 0.411 -0.833
N -0.722 -1.473 -0.241
N -0.159 1.095 0.202
O -0.198 -0.171 2.512
H -1.851 1.187 2.900
H -2.047 -0.575 2.687
H 0.202 -2.601 -2.437
H 1.731 -1.895 -1.652
H 0.809 -1.185 -2.943
H 1.573 1.465 1.295
H 1.183 2.787 -0.114
H 0.523 2.631 1.568
H -0.613 -2.504 0.049
H -1.028 1.577 -0.243
*
```


#3
The following is a quantum chemistry calculation of the ion C5H10N3O with charge +1, from OMol25.

SMILES: C[C@H]1CO[C@@H]2N=NC[N@H+]12
HOMO-LUMO gap (eV): 10.6

ORCA input file:
```
! wB97M-V def2-TZVPD RIJCOSX def2/J DEFGRID3
* xyz 1 1
C -0.960 -0.059 -1.430
C 0.541 -0.483 1.817
C -0.335 0.728 -0.259
C -0.242 -1.751 -0.124
C 0.416 1.976 -0.668
N -0.220 -1.689 2.093
N -0.575 -2.293 1.114
N 0.546 -0.290 0.364
O -1.291 -1.306 -0.849
H -1.884 0.380 -1.802
H -0.247 -0.175 -2.256
H 0.074 0.339 2.366
H 1.548 -0.636 2.218
H -1.129 0.963 0.456
H 0.491 -2.354 -0.677
H 1.264 1.741 -1.306
H 0.768 2.524 0.203
H -0.250 2.631 -1.225
H 1.484 -0.246 -0.035
*
```


#4
The following is a quantum chemistry calculation of a cluster of 2 separate species, C5H10N3O in total, from OMol25.

HOMO-LUMO gap (eV): 10.5

ORCA input file:
```
! wB97M-V def2-TZVPD RIJCOSX def2/J DEFGRID3
* xyz 1 1
C -0.585 -2.036 -0.101
C -0.779 0.148 -0.248
C -1.910 2.417 0.009
C -0.662 1.560 0.227
C 3.632 -1.203 0.445
N -0.816 -1.604 -1.305
N -0.930 -0.335 -1.434
N -0.511 -0.867 0.612
O 2.421 -1.060 0.283
H -0.191 -3.020 0.172
H -2.033 2.836 -0.941
H -2.003 3.184 0.802
H -2.846 1.890 0.172
H -0.314 1.368 1.226
H 0.209 1.996 -0.381
H 4.110 -1.247 1.404
H 4.250 -1.139 -0.409
H -0.230 -0.782 1.597
H -0.811 -2.105 -2.130
*
```


Q: Which of them is the most stable? A: #4.